Entry from OMol25: a 13-piece molecular cluster, C39H108N8O13 overall in a non-equilibrium geometry (wB97M-V/def2-TZVPD).

Output
Total charge: 0
HOMO level in eV: -8.89
LUMO energy in hartree: 0.0149
Kohn-Sham gap in eV: 9.29

CARTESIAN COORDINATES (ANGSTROEM)
C 0.03166 4.02803 1.00341
C -1.39189 3.49866 0.71339
C -2.39523 3.79917 1.79966
O -1.97512 3.10139 2.96592
C -3.04779 3.16386 3.96258
N -1.94056 4.13553 -0.46856
H -0.10284 5.07587 1.20492
H 0.65153 3.70066 0.15920
H 0.44995 3.61664 1.95708
H -1.30566 2.43727 0.57246
H -3.38814 3.49312 1.50994
H -2.54272 4.83933 1.96467
H -2.77498 2.45305 4.74502
H -4.01885 2.78599 3.53551
H -3.14846 4.21537 4.23132
H -2.67117 3.55054 -0.89675
H -1.32654 4.32115 -1.20028
C 1.51719 0.71002 6.51032
C 0.81362 0.52171 5.16851
C 0.39190 -0.90982 4.96117
O 1.53411 -1.69523 5.06130
C 1.14302 -3.07337 5.09338
N -0.37083 1.35898 5.07530
H 0.71018 0.77787 7.29333
H 1.95340 1.70201 6.55518
H 2.21458 -0.08272 6.60405
H 1.51484 0.83915 4.32958
H 0.00273 -1.05905 3.98005
H -0.33910 -1.20395 5.69289
H 2.06484 -3.64162 5.10503
H 0.50885 -3.24042 4.22242
H 0.58629 -3.27902 5.97028
H -0.16874 2.26588 5.53274
H -0.65845 1.52177 4.13234
C -3.69233 -0.06136 2.55796
C -5.17419 -0.33759 2.63106
C -5.91742 -0.05972 1.31275
O -5.68257 1.28218 0.93181
C -6.20853 2.32054 1.69813
N -5.39649 -1.74704 2.91491
H -3.15545 -0.60561 1.79182
H -3.20734 -0.26362 3.54565
H -3.62592 0.94479 2.27010
H -5.55487 0.27475 3.45293
H -7.00120 -0.22031 1.30936
H -5.38936 -0.70237 0.56455
H -5.90150 3.28432 1.22595
H -5.87850 2.38457 2.75202
H -7.28815 2.25439 1.81702
H -4.85299 -2.01944 3.69590
H -6.36470 -1.95069 3.08772
C -1.50903 -0.68529 -6.79487
C -0.73508 -1.67220 -5.85377
C -1.49588 -2.96575 -5.65967
O -2.71921 -2.64368 -4.94694
C -3.30363 -3.80250 -4.51240
N 0.56825 -1.98451 -6.42468
H -0.95269 0.18887 -6.99374
H -2.49637 -0.52247 -6.33646
H -1.63792 -1.20357 -7.73544
H -0.62445 -1.25249 -4.85077
H -0.86269 -3.68355 -5.18144
H -1.74528 -3.35226 -6.66489
H -4.26207 -3.41638 -4.09742
H -2.68229 -4.19325 -3.69340
H -3.46269 -4.51285 -5.32364
H 1.21910 -2.33008 -5.74603
H 0.42775 -2.86893 -6.91094
C -1.68014 -3.53991 0.08472
O -0.45542 -3.34889 0.21851
N -2.55094 -3.34619 1.13262
N -2.15070 -4.18612 -1.04308
H -3.52634 -3.24491 0.88642
H -2.15852 -2.66872 1.76485
H -1.67086 -4.25573 -1.91785
H -3.10439 -4.49105 -1.03646
C 0.91808 -4.43190 -3.11795
O 1.10216 -4.40469 -4.38174
N 0.35696 -3.25505 -2.52193
N 1.00774 -5.52017 -2.34402
H 0.60417 -2.41300 -3.00580
H 0.27465 -3.25904 -1.52205
H 1.40775 -6.37138 -2.76213
H 1.34718 -5.35380 -1.43248
C 3.56732 -0.64607 2.34299
C 4.74553 -1.30107 2.99709
C 5.92367 -0.38034 3.26175
O 4.31920 -1.71935 4.34072
H 3.20631 0.05909 3.06670
H 2.76526 -1.34378 2.13346
H 3.81100 -0.18448 1.34581
H 5.09400 -2.16924 2.37528
H 5.64108 0.27187 4.08445
H 6.14640 0.21572 2.39240
H 6.76944 -0.93657 3.57211
H 3.35333 -1.68880 4.43163
C 0.23466 -0.10451 1.59526
C 0.53784 -0.14018 0.13290
C -0.65099 -0.19312 -0.84242
O 1.47311 0.97216 -0.13858
H 1.12708 0.16065 2.12821
H -0.12202 -1.09441 1.94208
H -0.51163 0.62186 1.91858
H 1.19494 -0.98441 0.02108
H -1.49795 -0.75952 -0.51318
H -0.29200 -0.60934 -1.76763
H -0.93528 0.84286 -1.06258
H 1.40760 1.28977 -1.05054
C 3.83101 2.96227 -4.17769
C 4.48975 2.02567 -3.17573
C 4.42526 2.59685 -1.78383
O 3.74855 0.74529 -3.22034
H 3.85048 2.55249 -5.17873
H 4.47858 3.88069 -4.16952
H 2.82586 3.27054 -3.83446
H 5.47569 1.91403 -3.57469
H 5.08780 2.06418 -1.08893
H 3.39119 2.43687 -1.41974
H 4.69967 3.62593 -1.80108
H 4.07050 0.20940 -2.49238
C 1.92382 4.19694 4.70142
C 3.17431 4.42987 3.89223
C 3.65403 3.14526 3.27867
O 2.98415 5.33636 2.71211
H 1.50021 5.09625 5.22844
H 2.14487 3.48778 5.52593
H 1.13266 3.77905 4.04063
H 3.97970 4.83204 4.54737
H 4.64253 3.35755 2.83185
H 2.95745 2.81204 2.50838
H 3.84558 2.45688 4.07041
H 2.72068 6.20677 3.11269
C 4.31373 -4.75751 -1.14492
C 3.54089 -3.76568 -0.22531
C 3.41296 -2.40551 -0.85515
O 2.26662 -4.35187 0.07999
H 4.09569 -5.77816 -0.75705
H 5.39946 -4.56882 -1.00474
H 4.08152 -4.67068 -2.21980
H 4.09134 -3.65697 0.76235
H 4.32239 -2.30085 -1.35982
H 3.27170 -1.53338 -0.24711
H 2.64342 -2.46254 -1.65788
H 1.58388 -3.77888 0.41668
C -3.34960 0.61713 -3.35892
C -4.23173 0.30704 -2.15954
C -4.19877 -1.17926 -1.90811
O -3.73150 0.99856 -1.06910
H -3.80827 0.24303 -4.31105
H -2.29837 0.34159 -3.27828
H -3.30241 1.67502 -3.53503
H -5.23096 0.59377 -2.40108
H -4.41514 -1.54617 -2.91570
H -4.86066 -1.64238 -1.13023
H -3.16450 -1.48782 -1.68848
H -4.44676 1.20469 -0.46896
C -0.47209 2.81578 -3.79851
C 0.36591 1.58486 -3.97968
C 1.07252 1.43055 -5.27695
O 1.35024 1.65672 -2.87848
H -1.28123 2.80903 -4.54324
H 0.12690 3.75032 -3.95528
H -0.84320 2.93548 -2.72284
H -0.21512 0.72208 -3.74503
H 1.61975 2.29018 -5.55292
H 0.38596 1.14162 -6.02128
H 1.76672 0.60494 -5.14157
H 2.11908 1.05016 -3.06959


Entry from OMol25: an isolated molecule of C5H8O2 (wB97M-V/def2-TZVPD).

Output
Total charge: 0
HOMO level (spin up / spin down) in eV: -8.02 / -8.02
LUMO energy (spin up / spin down) in hartree: -0.0254 / -0.0254
Kohn-Sham gap (spin up / spin down) in eV: 7.33 / 7.33

CARTESIAN COORDINATES (ANGSTROEM)
C 1.68077 -0.82544 0.78309
C 0.62490 -0.31964 -0.16467
C 0.71141 -0.37338 -1.51049
C -0.63436 0.15698 0.33774
O -0.87996 -0.11534 1.60070
C -1.60965 1.02953 -0.42044
O -1.58269 1.16171 -1.69943
H 2.58233 -1.08855 0.22291
H 1.34038 -1.70987 1.33110
H 1.94866 -0.06409 1.52359
H -0.10331 0.04849 -2.10543
H 1.57932 -0.83475 -1.97854
H -1.79031 0.16634 1.81340
H -2.60983 0.81815 0.07507
H -1.25765 1.94988 0.19139


Entry from OMol25: an isolated molecule of CH5BrN2 in a non-equilibrium geometry (wB97M-V/def2-TZVPD).

Output
Total charge: 0
HOMO level in eV: -9.65
Structure (SMILES): CN(N)Br
LUMO energy in hartree: -0.0058
Kohn-Sham gap in eV: 9.49

CARTESIAN COORDINATES (ANGSTROEM)
C -0.51692 -0.47428 0.79099
N -0.40236 0.47273 -0.22385
N 0.48553 -0.05226 -1.38897
Br 0.57949 2.06480 0.59383
H -1.08018 -0.05975 1.67543
H -1.31798 -1.22148 0.62309
H 0.32746 -1.18288 1.17419
H 0.46274 0.76833 -2.07083
H 1.46221 -0.31522 -1.17386


Entry from OMol25: C32H63As2CuN2OSi2 as an isolated structure (wB97M-V/def2-TZVPD).

Output
Total charge: +1
HOMO level (spin up / spin down) in eV: -9.48 / -10.60
Multiplicity: 2
⟨S²⟩: 0.76
LUMO energy (spin up / spin down) in hartree: -0.0987 / -0.1253
Kohn-Sham gap (spin up / spin down) in eV: 6.79 / 7.19

CARTESIAN COORDINATES (ANGSTROEM)
Cu 0.11430 0.36499 -0.67870
C -4.80880 -3.33224 2.76183
C -5.11302 -1.88948 2.33300
C -5.57170 -1.09372 3.55441
C -6.24901 -1.89287 1.29563
C -3.87181 -1.28640 1.69149
C -3.25778 -0.13040 2.15222
C -2.13552 0.35135 1.50188
N -1.59402 -0.23324 0.43478
C -2.18332 -1.34589 -0.03444
C -3.30157 -1.88530 0.56818
C -1.57692 -1.93095 -1.26961
C -1.95187 -3.16362 -1.78184
C -1.39141 -3.63949 -2.96277
C -0.46267 -2.80992 -3.58743
C -0.12058 -1.60625 -3.00830
N -0.65391 -1.17262 -1.86363
C -1.72047 -5.01155 -3.53820
C -2.91146 -5.66052 -2.83479
C -0.47993 -5.90153 -3.35302
C -2.04075 -4.88806 -5.03517
H -5.68651 -3.76220 3.24687
H -3.97703 -3.36594 3.46846
H -4.55860 -3.96332 1.90700
H -6.44675 -1.57748 3.98981
H -5.85823 -0.07478 3.28529
H -4.79915 -1.05289 4.32548
H -7.15290 -2.30991 1.74347
H -5.99826 -2.49779 0.42246
H -6.47108 -0.87922 0.95640
H -3.63606 0.40566 3.01079
H -1.65207 1.25012 1.85379
H -3.75578 -2.77233 0.15092
H -2.68012 -3.75816 -1.25216
H 0.00525 -3.09253 -4.52053
H 0.60952 -0.95429 -3.46782
H -2.70879 -5.84599 -1.77763
H -3.12263 -6.62530 -3.29683
H -3.80987 -5.04498 -2.92177
H -0.22489 -6.00283 -2.29580
H 0.38345 -5.48630 -3.87665
H -0.67385 -6.89715 -3.75669
H -2.88064 -4.21130 -5.20394
H -2.30734 -5.86886 -5.43175
H -1.18606 -4.52588 -5.60698
C 3.09368 -2.96876 -0.58323
C 3.01154 -2.58291 -2.04152
O 2.86585 -1.15777 -2.11878
H 3.05437 -4.05319 -0.47361
H 2.25767 -2.52761 -0.03458
H 4.02535 -2.60968 -0.14524
H 2.15032 -3.06817 -2.51072
H 3.91326 -2.90019 -2.57091
H 3.14528 -0.86433 -2.99163
C 2.34083 4.50260 4.27278
C 1.10605 4.51093 3.37366
As 1.23274 3.14441 1.96401
C 0.86138 1.51755 3.02040
C -0.09303 1.61039 4.21096
C -0.48631 3.50407 1.04247
C -1.65027 4.09729 1.83391
H 2.22285 5.19883 5.10394
H 3.23312 4.79676 3.71763
H 2.52355 3.51090 4.69335
H 0.99619 5.47539 2.87518
H 0.19831 4.33256 3.95107
H 1.83599 1.18255 3.37893
H 0.53953 0.76290 2.30030
H 0.35964 2.16395 5.03403
H -0.33941 0.61292 4.58241
H -1.03088 2.10843 3.96610
H -0.77262 2.57399 0.54810
H -0.23004 4.18859 0.23199
H -1.93505 3.49039 2.69332
H -2.53079 4.19556 1.19524
H -1.40795 5.09140 2.20914
C 4.25021 0.20937 1.48378
Si 4.26641 1.40064 0.04809
C 4.90666 3.01393 0.74914
C 5.43961 0.83095 -1.28462
As 2.09119 1.67903 -0.83629
Si 2.22200 3.85559 -1.76344
C 0.72355 4.03759 -2.86585
C 2.31588 5.30208 -0.57790
C 3.74773 3.92154 -2.84643
H 5.26912 0.07863 1.85804
H 3.84563 -0.77223 1.23046
H 3.64614 0.62309 2.29486
H 5.92329 2.85965 1.12234
H 4.27937 3.33125 1.58420
H 4.93803 3.82669 0.02120
H 6.44254 0.70977 -0.86636
H 5.49652 1.55991 -2.09699
H 5.12390 -0.12502 -1.70435
H -0.20604 3.82008 -2.33312
H 0.79195 3.34840 -3.71147
H 0.65822 5.05424 -3.26192
H 1.32860 5.61978 -0.23640
H 2.77921 6.14643 -1.09540
H 2.91677 5.06977 0.30188
H 3.79134 3.06346 -3.52234
H 4.67054 3.93713 -2.26270
H 3.72108 4.82986 -3.45478


Energy relative to the best compared isomer or geometry (same formula, charge and spin) readings, ordered: 0.0 337.0 92.6 88.0 kJ/mol
E readings, ordered: -2966.83406 -345.67661 -2724.52125 -8132.78827 a.u.